{"formula": "C5H8O2S", "method": "ωB97M-V/def2-TZVPD", "largest_force_ev_per_a": 1.92, "lumo_ev": 0.77, "homo_lumo_gap_ev": 9.8740, "e_tot_ha": -743.93588, "relative_energy_kj_mol": 135.3, "smiles": "O=C[C@@H]1CCSCO1", "elements": ["S", "O", "O", "C", "C", "C", "C", "C", "H", "H", "H", "H", "H", "H", "H", "H"], "xyz": [[2.073, -0.048, -0.456], [-3.181, -0.421, -0.300], [-0.303, 1.305, 0.202], [-0.278, -1.138, 0.341], [1.219, -1.370, 0.387], [-0.817, 0.103, -0.306], [-2.303, 0.333, 0.032], [1.098, 1.363, 0.373], [1.554, -1.488, 1.443], [-0.763, -1.985, -0.139], [-0.709, -1.192, 1.338], [1.403, 2.343, -0.109], [1.285, 1.272, 1.444], [-0.609, 0.051, -1.363], [-2.479, 1.276, 0.624], [1.510, -2.309, -0.117]], "atomic_forces_ev_per_a": [[-0.304, 1.574, 0.285], [0.259, 0.411, 0.285], [1.005, 0.255, 0.124], [-1.279, -1.200, 0.789], [0.516, -0.478, 0.665], [-0.566, 0.762, 0.330], [-0.277, -0.723, -0.646], [0.553, 0.026, -1.073], [-0.074, 0.289, -0.703], [-0.101, -0.042, -0.357], [0.225, 0.118, 0.409], [0.183, -1.244, 0.891], [0.390, 0.360, -0.088], [-0.379, 0.040, -0.666], [0.032, -0.605, -0.343], [-0.182, 0.458, 0.098]]}